134
Properties=species:S:1:pos:R:3 method="wB97M-V/def2-TZVPD" homo_lumo_gap_ha=0.198 relative_energy_kcal_mol=20.1 total_charge=+1 total_energy_ev=-273045.9879 spin_multiplicity=1
Ta 0.31475 0.12331 0.23813
Cl -4.66729 -2.48542 8.24191
C -3.72634 -1.92591 6.90699
C -4.20960 -2.07862 5.61555
C -3.44766 -1.64602 4.54690
C -2.20816 -1.04858 4.75408
C -1.73731 -0.89740 6.05467
C -2.49062 -1.33519 7.13025
C -1.39567 -0.62682 3.58048
C -1.54133 0.67233 3.09605
C -2.42958 1.65066 3.65012
C -2.42710 2.71154 2.80045
C -1.48566 2.40449 1.76225
C -1.03625 3.33657 0.79673
C -2.00769 4.27406 0.24686
C -1.71639 5.51676 -0.32230
C -2.68370 6.25814 -0.96669
C -3.96975 5.75570 -1.10551
Cl -5.13873 6.63134 -2.00819
C -4.29679 4.53413 -0.53233
C -3.33244 3.81656 0.13780
C 0.33579 3.32047 0.43277
N 1.09736 2.18336 0.34470
C 2.38922 2.58505 0.08558
C 3.51596 1.77452 -0.10098
C 4.72686 2.45085 -0.61434
C 4.68824 3.08107 -1.85884
C 5.80340 3.72482 -2.35911
C 6.96631 3.76615 -1.60039
Cl 8.36032 4.57549 -2.21515
C 7.01786 3.15843 -0.35187
C 5.90501 2.49291 0.12757
C 3.56880 0.40377 0.15378
C 4.70105 -0.44824 -0.06988
C 4.30327 -1.71691 0.20714
C 2.93874 -1.63659 0.63621
N 2.51715 -0.33982 0.60262
C 2.18891 -2.71071 1.11297
C 0.99868 -2.55890 1.82614
C 0.46089 -3.55907 2.70328
C -0.49108 -2.94789 3.45116
C -0.56691 -1.58857 2.99948
N 0.32361 -1.38306 1.98464
C 2.71852 -4.08668 0.95972
C 2.29495 -4.82505 -0.13950
C 2.71986 -6.12753 -0.31679
C 3.57324 -6.69673 0.61855
Cl 4.09191 -8.33196 0.41039
C 4.01089 -5.96767 1.71614
C 3.58353 -4.66258 1.88246
C 2.44341 4.00705 0.07902
C 1.17432 4.45801 0.27848
N -0.95351 1.17220 1.96336
H -5.17042 -2.53947 5.45004
H -3.82035 -1.77840 3.54191
H -0.77457 -0.43925 6.22819
H -2.11633 -1.22398 8.13611
H -2.97463 1.52697 4.56723
H -2.95034 3.64347 2.89612
H -0.72828 5.93277 -0.26844
H -2.43631 7.22243 -1.38099
H -5.29753 4.14241 -0.62497
H -3.59173 2.84723 0.53716
H 3.78141 3.05281 -2.44446
H 5.77810 4.19821 -3.32939
H 7.92103 3.21038 0.23788
H 5.93646 2.02633 1.10111
H 5.65926 -0.12306 -0.42376
H 4.87654 -2.62248 0.14341
H 0.82500 -4.56410 2.78513
H -1.07677 -3.36058 4.24882
H 1.63338 -4.36546 -0.85937
H 2.39198 -6.70197 -1.16908
H 4.67588 -6.42098 2.43460
H 3.91803 -4.09119 2.73535
H 3.33422 4.59950 -0.00693
H 0.89817 5.47933 0.43215
Se -0.69440 0.35249 -4.52439
P -2.16947 1.15900 -3.28874
Se -1.89879 0.89926 -1.00276
C -3.77598 0.37498 -3.67252
C -3.94698 -0.13066 -4.95623
C -5.09793 -0.82269 -5.28060
C -6.07070 -1.03467 -4.31587
C -5.90081 -0.52618 -3.03702
C -4.75855 0.18122 -2.71192
C -2.20254 2.96722 -3.56023
C -1.11869 3.67438 -3.05340
C -0.90690 4.98612 -3.42922
C -1.77294 5.59405 -4.32467
C -2.86579 4.89693 -4.81417
C -3.08589 3.58070 -4.43914
H -3.16985 0.00293 -5.69673
H -5.22857 -1.19579 -6.28540
H -6.95615 -1.60304 -4.55755
H -6.66625 -0.68173 -2.29174
H -4.61411 0.57909 -1.71552
H -0.44202 3.18266 -2.36402
H -0.06469 5.53275 -3.03102
H -1.59614 6.61016 -4.64595
H -3.54520 5.38398 -5.49824
H -3.93776 3.03914 -4.82804
C -2.00426 -4.07886 -0.96704
C -2.13036 -2.72095 -0.35566
O -1.13012 -2.02526 -0.16682
C -3.47171 -2.25879 0.02920
C -4.63786 -2.82347 -0.49504
C -5.87694 -2.34489 -0.11625
C -5.97913 -1.29212 0.78142
C -4.83124 -0.72952 1.31907
C -3.59169 -1.21249 0.94877
H -0.95772 -4.34514 -1.07853
H -2.47152 -4.08704 -1.94882
H -2.51185 -4.80723 -0.34084
H -4.57815 -3.61794 -1.21975
H -6.76987 -2.79898 -0.51941
H -6.94797 -0.91558 1.07137
H -4.90172 0.07945 2.03174
H -2.69354 -0.81285 1.39634
C 2.42855 -2.12293 -4.23446
C 2.78967 -0.71215 -3.75510
C 2.66773 0.26486 -4.92906
C 4.22973 -0.65377 -3.22680
C 1.89056 -0.38344 -2.65317
C 1.19615 -0.20496 -1.67332
H 3.01419 -2.36644 -5.11617
H 1.37205 -2.15584 -4.49410
H 2.62088 -2.85895 -3.45687
H 3.53746 0.14624 -5.57087
H 2.61568 1.29696 -4.59028
H 1.77497 0.05616 -5.51755
H 4.92906 -0.84432 -4.03726
H 4.38873 -1.39357 -2.44711
H 4.43835 0.33334 -2.81664